Density functional theory data (the ωB97M-V functional and the def2-TZVPD basis) for 8 unconnected molecules or ions with the total composition C24H47FN2O10S3.

Last column: Mulliken charge in e.
Element x y z (Å)
1 C 2.05982 -2.69885 3.52230  -0.987
2 C 2.51482 -3.52785 2.32030  0.819
3 O 3.36382 -4.45285 2.50530  -0.608
4 N 2.08382 -3.15885 0.96630  0.469
5 H 1.09182 -2.93985 1.28630  0.126
6 H 2.29782 -2.12185 0.89130  0.166
7 C 2.63382 -3.88685 -0.26270  -1.928
8 H 2.87982 -2.71585 4.24830  0.409
9 H 1.44082 -3.12285 4.13530  0.463
10 H 1.53282 -1.64985 3.27930  0.060
11 H 2.58082 -4.93285 -0.11370  0.533
12 H 3.49082 -3.48685 -0.31370  0.767
13 H 1.93982 -3.83485 -0.84970  0.568
14 C -0.04618 -0.96985 -1.75070  -0.524
15 C -0.87118 -0.14385 -0.63770  0.264
16 O -1.82218 0.61115 -0.89670  -0.485
17 N -0.15018 -0.21185 0.72830  0.714
18 H -0.12318 -1.24585 1.08130  0.231
19 H 0.79382 -0.32085 0.32430  -0.196
20 C -0.57518 0.84015 1.67330  -1.054
21 H -0.27618 -2.19885 -1.58470  0.125
22 H 1.06782 -0.66285 -1.79070  -0.062
23 H -0.35518 -0.79685 -2.67870  0.840
24 H -0.02618 0.97315 2.72730  0.247
25 H -1.63918 0.59515 2.09330  0.443
26 H -0.88618 1.70715 1.32730  0.421
27 O 2.56582 -0.65385 0.53730  -1.145
28 H 2.79182 -0.18285 -0.18070  0.067
29 O -0.56018 -2.74585 1.36330  -0.957
30 H -1.46018 -3.26885 1.50830  0.076
31 F -2.97518 -6.30085 -2.90370  -0.287
32 C -2.09618 -5.41685 -3.27570  0.185
33 C -0.70518 -5.62285 -3.02570  -0.313
34 C 0.24882 -4.68085 -3.26570  -0.326
35 C -0.12018 -3.37985 -3.85770  -0.195
36 C -1.46318 -3.17885 -4.12970  -0.262
37 C -2.43118 -4.10585 -3.77370  -0.329
38 H -0.36218 -6.54285 -2.50170  0.315
39 H 1.29182 -4.83785 -2.99870  0.439
40 H 0.81882 -2.72585 -3.94470  0.093
41 H -1.85218 -2.19585 -4.40370  0.358
42 H -3.44718 -3.78985 -4.07770  0.330
43 C -1.22818 4.11615 5.45030  -0.896
44 C -2.25418 4.48415 4.37830  -0.515
45 C -1.54918 4.88215 3.20930  0.217
46 S -0.09818 5.66115 3.69130  1.270
47 O -0.29518 7.04015 3.92130  -0.715
48 O 1.03282 5.17715 2.95630  -0.695
49 C 0.00082 5.05615 5.33530  -0.716
50 H -0.85918 3.06415 5.44230  0.251
51 H -1.72018 4.07515 6.41530  0.461
52 H -2.99118 5.28515 4.63230  0.370
53 H -2.71618 3.59715 4.17730  0.223
54 H -2.16418 5.56715 2.77430  0.388
55 H -1.34218 3.95115 2.43230  -0.378
56 H -0.08618 5.92415 5.90630  0.361
57 H 1.02582 4.64515 5.43230  0.382
58 C 4.90282 -0.92585 -1.83270  -0.858
59 C 3.79782 -1.81285 -2.42670  1.211
60 C 3.46882 -1.33585 -3.73470  -0.711
61 S 5.08382 -0.88185 -4.33070  1.285
62 O 5.00882 0.43215 -4.98270  -0.698
63 O 5.56082 -2.01085 -5.08270  -0.693
64 C 5.97682 -0.67385 -2.81170  -0.713
65 H 5.09982 -1.09185 -0.69970  0.334
66 H 4.67182 0.09815 -1.87870  0.331
67 H 3.13882 -1.72985 -1.49070  -1.347
68 H 4.17582 -2.76485 -2.45970  0.376
69 H 2.91182 -0.44685 -3.54670  0.467
70 H 2.97782 -2.09685 -4.42670  0.363
71 H 6.57982 0.30415 -2.70270  0.394
72 H 6.85882 -1.36985 -2.86070  0.328
73 C -5.28418 2.53615 -1.26470  -0.577
74 C -4.04218 3.55215 -1.26570  -1.386
75 C -3.43918 3.74915 -0.01670  0.220
76 S -4.64318 3.33715 1.16030  1.291
77 O -4.88518 4.59115 1.85430  -0.728
78 O -4.25918 2.19615 1.94530  -0.646
79 C -5.97118 2.87215 -0.01170  -0.949
80 H -4.90618 1.40915 -1.17770  0.246
81 H -5.81118 2.91215 -2.03370  0.395
82 H -4.63918 4.35515 -1.75970  0.441
83 H -3.57818 3.18015 -2.00770  0.574
84 H -2.90918 4.64915 0.05530  0.549
85 H -2.69718 2.83015 0.01930  -0.302
86 H -6.58818 3.63315 0.11930  0.574
87 H -6.56118 1.96115 0.19630  0.351

Properties
E_HOMO in eV: -9.37
Molecular weight in g/mol: 638.84
LUMO energy in eV: 0.08
Strongest force on any atom in eV/Å: 10.49
Orbital gap in eV: 9.44

***

Density functional theory data (the ωB97M-V functional and the def2-TZVPD basis) for a gas-phase ion, C5H9N (charge -1).

Last column: Mulliken spin population.
Element x y z (Å)
1 C -0.64655 -0.50204 2.01288  0.031
2 N 0.31308 -0.01083 1.05860  0.011
3 C -0.16915 0.20378 -0.29386  0.330
4 C -1.41362 0.78816 -0.65047  0.507
5 C 1.95607 -0.12833 -1.66421  0.120
6 C 0.64215 -0.29296 -1.39765  -0.024
7 H -1.63230 -0.02190 1.92368  0.005
8 H -0.77036 -1.58321 1.91586  -0.008
9 H -0.32518 -0.30681 3.04310  0.001
10 H 0.72929 0.86258 1.36172  0.038
11 H -1.86208 1.64920 -0.17703  0.015
12 H -1.94329 0.31563 -1.48040  -0.025
13 H 2.34324 -0.19961 -2.67695  -0.006
14 H 2.66758 0.23348 -0.92884  -0.019
15 H 0.11113 -1.00714 -2.04642  0.024

Properties
E_HOMO (alpha / beta) in eV: 0.38 / -2.20
Net charge: -1
Molecular weight in g/mol: 83.13
LUMO energy (alpha / beta) in eV: 4.46 / 4.41
⟨S²⟩: 0.7551
Spin multiplicity: 2
Strongest force on any atom in eV/Å: 1.43
ΔE to the lowest compared entry with this formula, charge and spin in kJ/mol: 140.2
Orbital gap (alpha / beta) in eV: 4.08 / 6.61

***

Density functional theory data (the ωB97M-V functional and the def2-TZVPD basis) for C5H7NO in the gas phase.

Last column: Mulliken charge in e.
Element x y z (Å)
1 C -1.49125 0.51756 -1.31494  -1.028
2 C -0.46488 -0.12718 -0.47677  0.460
3 C -0.10924 -0.96485 0.45230  0.099
4 N -0.52146 -1.88405 1.44638  -0.187
5 O -1.71400 -1.79775 1.66605  -0.294
6 C 1.02131 -0.24041 -0.19412  -0.055
7 C 1.74933 0.85996 0.55846  -1.152
8 H -2.49068 0.35625 -0.90396  0.292
9 H -1.45538 0.10303 -2.32917  0.286
10 H -1.29553 1.59139 -1.39452  0.302
11 H 1.63964 -0.74975 -0.94235  0.313
12 H 1.07579 1.33017 1.28379  0.314
13 H 2.60392 0.45143 1.10912  0.318
14 H 2.12399 1.63640 -0.11778  0.333

Properties
E_HOMO (alpha / beta) in eV: -9.14 / -9.14
SMILES: CC1=C(N=O)[C@@H]1C
Molecular weight in g/mol: 97.12
LUMO energy (alpha / beta) in eV: -0.66 / -0.66
Strongest force on any atom in eV/Å: 0.47
ΔE to the lowest compared entry with this formula, charge and spin in kJ/mol: 483.6
Orbital gap (alpha / beta) in eV: 8.48 / 8.47

***

> Among the records above, which one has the highest strongest force on any atom?

C24H47FN2O10S3